Density functional theory data (ωB97M-V/def2-TZVPD) for a structure of composition C19H45CaClFLiN2O11SSi in a non-equilibrium geometry.

Element x y z (Å)
C1 -2.18 0.94 -1.55
Si1 -0.86 -0.04 -0.57
C2 0.62 1.12 -0.59
C3 -0.48 -1.53 -1.62
C4 -1.63 -0.42 1.09
C5 -1.91 -1.87 1.48
C6 -2.62 -1.59 2.83
O1 -2.15 -0.33 3.32
C7 -1.07 0.07 2.44
C8 0.14 -0.60 3.10
C9 1.47 -0.64 2.36
C10 1.70 -1.92 1.55
N1 1.60 -3.09 2.45
H1 -2.16 2.00 -1.25
H2 -1.98 0.80 -2.61
H3 -3.18 0.58 -1.26
H4 0.53 1.96 0.11
H5 1.57 0.59 -0.48
H6 0.64 1.56 -1.59
H7 0.28 -1.31 -2.36
H8 -0.26 -2.43 -1.04
H9 -1.39 -1.75 -2.18
H10 -2.63 0.04 1.05
H11 -1.05 -2.52 1.51
H12 -2.57 -2.34 0.74
H13 -2.39 -2.45 3.45
H14 -3.67 -1.63 2.56
H15 -1.01 1.16 2.44
H16 -0.07 -1.61 3.44
H17 0.31 -0.03 4.01
H18 1.69 0.26 1.78
H19 2.25 -0.68 3.13
H20 2.73 -1.92 1.18
H21 0.97 -2.04 0.75
H22 2.31 -3.78 2.24
H23 0.70 -3.54 2.40
C11 -5.24 -4.94 3.24
C12 -3.78 -4.89 3.29
N2 -2.63 -4.89 3.31
H24 -5.63 -3.92 3.22
H25 -5.54 -5.46 2.34
H26 -5.65 -5.45 4.10
F1 -1.25 -6.64 2.91
O2 -5.87 -4.45 0.15
H27 -5.02 -4.72 -0.24
H28 -6.67 -4.36 -0.60
H29 -5.78 -3.63 0.65
C13 -1.15 4.91 -2.19
C14 -0.59 3.75 -3.02
O3 -1.30 3.41 -4.00
O4 0.48 3.29 -2.59
H30 -2.08 5.28 -2.64
H31 -1.34 4.57 -1.16
H32 -0.47 5.75 -2.15
Ca1 -3.58 3.87 -2.43
C15 -6.40 6.95 -2.05
O5 -7.38 7.05 -1.32
O6 -6.15 8.02 -2.91
O7 -5.57 6.00 -2.13
H33 -6.89 8.58 -2.66
Li1 2.05 2.88 -0.13
C16 3.72 6.89 -1.24
O8 4.52 5.85 -0.68
H34 3.28 7.44 -0.41
H35 4.32 7.57 -1.84
H36 2.92 6.47 -1.86
H37 4.91 5.37 -1.42
O9 5.06 -0.12 -0.93
S1 5.16 -1.55 -0.83
O10 5.31 -2.17 0.45
O11 6.31 -2.04 -1.80
C17 7.62 -1.43 -1.67
C18 8.39 -1.96 -0.48
C19 3.82 -2.30 -1.69
H38 7.52 -0.34 -1.62
H39 8.14 -1.66 -2.59
H40 7.93 -1.66 0.46
H41 9.41 -1.58 -0.50
H42 8.42 -3.05 -0.50
H43 3.74 -1.85 -2.68
H44 2.92 -2.12 -1.11
H45 4.01 -3.37 -1.76
Cl1 -8.43 -3.95 -0.50

Calculated values
- gap between HOMO and LUMO (eV) = 1.80
- lowest unoccupied orbital energy (eV) = -3.22
- net charge = 0
- highest occupied orbital energy (eV) = -5.0

These are the Mulliken partial charges, in e, on atoms 1 to 5:
1. C -1.01
2. Si -0.50
3. C -1.58
4. C -1.22
5. C 0.40



Density functional theory data (ωB97M-V/def2-TZVPD) for a structure of composition C19H45CeCl3P2 in a non-equilibrium geometry.

Element x y z (Å)
Ce1 0.13 -0.01 -0.05
Cl1 -1.25 -1.56 -1.36
P1 0.73 -1.91 1.22
C1 1.08 -3.45 0.17
C2 2.19 -1.85 2.38
C3 -0.79 -2.44 2.20
C4 1.76 -3.15 -1.16
H1 0.07 -3.80 -0.05
C5 1.83 -4.56 0.90
H2 2.90 -4.36 0.92
H3 1.69 -5.49 0.35
H4 1.50 -4.73 1.91
H5 1.05 -2.80 -1.90
H6 2.21 -4.07 -1.54
H7 2.55 -2.41 -1.06
H8 -1.47 -2.64 1.37
C6 -1.40 -1.32 3.03
C7 -0.65 -3.70 3.03
H9 -0.64 -4.60 2.42
H10 -1.50 -3.79 3.70
H11 0.25 -3.69 3.65
H12 -1.05 -0.34 2.72
H13 -1.19 -1.44 4.09
H14 -2.48 -1.33 2.91
C8 3.44 -1.43 1.63
H15 2.33 -2.88 2.72
C9 1.97 -0.99 3.63
H16 3.80 -2.19 0.95
H17 4.24 -1.22 2.34
H18 3.27 -0.52 1.05
H19 1.51 -0.04 3.39
H20 2.93 -0.79 4.10
H21 1.35 -1.50 4.36
Cl2 1.44 1.46 1.17
H22 1.15 -0.53 -1.21
P2 -0.68 1.66 -1.54
C10 -2.55 1.58 -1.81
C11 -0.38 3.47 -1.17
C12 -0.01 1.28 -3.24
C13 -3.35 1.15 -0.59
H23 -2.63 0.77 -2.55
C14 -3.17 2.84 -2.41
H24 -3.33 3.60 -1.65
H25 -4.14 2.59 -2.83
H26 -2.58 3.29 -3.20
H27 -3.25 0.09 -0.41
H28 -4.41 1.36 -0.76
H29 -3.05 1.68 0.31
H30 -0.46 0.29 -3.39
C15 1.50 1.10 -3.28
C16 -0.47 2.19 -4.37
H31 -1.51 2.03 -4.64
H32 0.13 1.98 -5.26
H33 -0.32 3.24 -4.14
H34 1.94 1.06 -2.29
H35 1.99 1.90 -3.84
H36 1.74 0.16 -3.78
C17 -0.94 3.83 0.20
H37 -0.96 4.00 -1.92
C18 1.07 3.91 -1.32
H38 -2.01 4.02 0.18
H39 -0.46 4.74 0.56
H40 -0.76 3.04 0.92
H41 1.74 3.29 -0.73
H42 1.17 4.93 -0.97
H43 1.40 3.89 -2.35
Cl3 -0.75 2.06 3.27
C19 -1.62 1.38 1.83
H44 -1.17 0.74 1.03
H45 -2.59 0.93 2.17

Calculated values
- gap between HOMO and LUMO (spin up / spin down) (eV) = 5.91 / 5.90
- lowest unoccupied orbital energy (spin up / spin down) (eV) = -0.29 / -0.29
- net charge = 0
- highest occupied orbital energy (spin up / spin down) (eV) = -6.2 / -6.2

These are the Mulliken partial charges, in e, on atoms 1 to 5:
1. Ce -1.08
2. Cl -0.31
3. P 0.98
4. C 0.87
5. C 0.61



Density functional theory data (ωB97M-V/def2-TZVPD) for a cluster of 6 separate species, C19H45ClN14O7 in total in a non-equilibrium geometry.

Element x y z (Å)
C1 2.54 1.47 2.99
C2 1.12 2.00 3.16
C3 0.00 1.21 2.44
C4 0.27 -0.25 2.12
C5 -0.13 -1.34 3.14
C6 -1.20 -1.06 4.18
C7 -2.56 -0.57 3.73
O1 -3.06 0.46 4.16
Cl1 -3.50 -1.57 2.59
N1 -0.25 -2.59 2.38
C8 -0.84 -2.18 1.11
O2 -1.37 -2.93 0.32
C9 -0.66 -0.66 0.94
C10 -0.16 -0.40 -0.47
C11 1.15 -1.07 -0.86
C12 2.36 -0.11 -0.80
C13 3.66 -0.82 -0.47
N2 3.71 -1.36 0.90
C14 4.72 -2.33 1.06
N3 4.71 -3.39 0.37
N4 5.76 -2.01 2.03
H1 2.74 0.72 3.76
H2 3.25 2.28 3.10
H3 2.72 1.04 2.02
H4 0.91 2.14 4.21
H5 1.11 3.00 2.74
H6 -0.90 1.33 3.02
H7 -0.19 1.70 1.49
H8 1.26 -0.52 1.76
H9 0.76 -1.46 3.76
H10 -0.85 -0.38 4.93
H11 -1.38 -2.01 4.69
H12 0.70 -2.79 2.08
H13 -1.59 -0.13 1.10
H14 -0.96 -0.66 -1.16
H15 -0.01 0.68 -0.57
H16 1.06 -1.47 -1.87
H17 1.40 -1.92 -0.22
H18 2.48 0.26 -1.80
H19 2.15 0.70 -0.12
H20 4.46 -0.09 -0.54
H21 3.87 -1.58 -1.22
H22 2.85 -1.84 1.12
H23 5.50 -3.98 0.62
H24 6.64 -2.28 1.62
H25 5.63 -2.64 2.81
C15 2.05 3.10 -3.15
O3 1.94 2.45 -2.12
N5 1.07 3.08 -4.12
N6 3.13 3.88 -3.42
H26 1.13 3.60 -4.97
H27 0.27 2.51 -3.95
H28 3.86 3.91 -2.74
H29 3.24 4.41 -4.26
C16 6.51 4.85 -4.71
O4 5.38 5.08 -4.30
N7 7.36 3.99 -4.09
N8 7.00 5.45 -5.84
H30 8.29 3.80 -4.41
H31 7.03 3.54 -3.25
H32 6.39 6.09 -6.32
H33 7.92 5.28 -6.20
C17 -1.35 4.77 -0.26
O5 -1.59 5.14 0.88
N9 -2.16 5.11 -1.31
N10 -0.27 4.00 -0.57
H34 -1.99 4.82 -2.26
H35 -2.96 5.68 -1.12
H36 0.34 3.74 0.18
H37 -0.06 3.69 -1.50
C18 -7.93 -3.86 2.42
O6 -9.00 -4.30 2.01
N11 -6.94 -3.42 1.59
N12 -7.65 -3.77 3.76
H38 -6.07 -3.06 1.92
H39 -7.11 -3.47 0.59
H40 -8.35 -4.09 4.40
H41 -6.78 -3.41 4.12
C19 -7.71 -5.02 -2.08
O7 -7.45 -4.12 -1.30
N13 -8.16 -4.77 -3.35
N14 -7.57 -6.33 -1.76
H42 -8.38 -5.48 -4.01
H43 -8.27 -3.81 -3.61
H44 -7.25 -6.54 -0.83
H45 -7.78 -7.09 -2.39

Calculated values
- SMILES = [H]/N=C(\N)NCCCC[C@H]1C(=O)N[C@H](CC(=O)Cl)[C@@H]1CCC.NC(N)=O.NC(N)=O.NC(N)=O.NC(N)=O.NC(N)=O
- gap between HOMO and LUMO (eV) = 9.22
- lowest unoccupied orbital energy (eV) = 0.18
- net charge = 0
- highest occupied orbital energy (eV) = -9.0

These are the Mulliken partial charges, in e, on atoms 1 to 5:
1. C -1.09
2. C -0.83
3. C -0.30
4. C 1.63
5. C -0.23



Density functional theory data (ωB97M-V/def2-TZVPD) for a structure of composition C19H47ClInO3P2S in a non-equilibrium geometry.

Element x y z (Å)
In1 -0.15 -0.08 -0.21
Cl1 -2.10 -0.69 -1.77
P1 0.98 0.61 -2.28
C1 -0.14 1.55 -3.40
C2 2.49 1.61 -2.11
C3 1.32 -0.96 -3.20
C4 -1.16 2.48 -2.72
H1 -0.72 0.75 -3.90
C5 0.61 2.34 -4.47
H2 0.99 3.29 -4.08
H3 -0.08 2.58 -5.29
H4 1.45 1.79 -4.91
H5 -2.03 1.92 -2.37
H6 -1.51 3.22 -3.45
H7 -0.72 3.01 -1.87
H8 0.30 -1.34 -3.36
C6 2.08 -2.03 -2.41
C7 1.98 -0.75 -4.57
H9 1.28 -0.35 -5.31
H10 2.34 -1.71 -4.94
H11 2.85 -0.08 -4.50
H12 2.03 -1.86 -1.33
H13 3.14 -2.09 -2.71
H14 1.63 -3.02 -2.61
C8 2.22 2.88 -1.31
H15 2.71 1.91 -3.14
C9 3.71 0.86 -1.57
H16 1.57 3.59 -1.84
H17 3.17 3.39 -1.09
H18 1.74 2.66 -0.35
H19 3.47 0.27 -0.68
H20 4.48 1.60 -1.29
H21 4.15 0.21 -2.34
H22 -1.05 1.34 -0.30
H23 0.12 -1.73 -0.62
P2 -1.64 -0.90 1.57
C10 -2.44 -2.52 1.13
C11 -0.92 -1.13 3.23
C12 -3.05 0.30 1.61
C13 -1.59 -3.49 0.31
H24 -3.27 -2.20 0.48
C14 -3.01 -3.24 2.34
H25 -2.23 -3.79 2.88
H26 -3.74 -3.99 1.99
H27 -3.53 -2.59 3.05
H28 -1.53 -3.19 -0.74
H29 -2.05 -4.49 0.35
H30 -0.57 -3.58 0.70
H31 -3.47 0.16 0.60
C15 -2.64 1.77 1.74
C16 -4.13 -0.05 2.63
H32 -4.73 -0.92 2.33
H33 -4.82 0.80 2.72
H34 -3.71 -0.23 3.63
H35 -1.57 1.93 1.59
H36 -2.92 2.18 2.73
H37 -3.18 2.36 0.98
C17 0.26 -2.11 3.18
H38 -1.74 -1.61 3.79
C18 -0.55 0.15 3.96
H39 -0.07 -3.16 3.16
H40 0.88 -1.97 4.08
H41 0.90 -1.93 2.30
H42 0.13 0.78 3.37
H43 -0.04 -0.10 4.90
H44 -1.44 0.75 4.21
C19 2.67 0.87 3.62
S1 2.12 1.34 1.82
O1 1.07 2.32 1.91
O2 3.33 1.86 1.25
O3 1.66 0.05 0.99
H45 3.76 1.06 3.70
H46 2.48 -0.18 3.84
H47 2.15 1.52 4.35

Calculated values
- gap between HOMO and LUMO (eV) = 5.70
- lowest unoccupied orbital energy (eV) = 2.68
- net charge = -1
- highest occupied orbital energy (eV) = -3.0

These are the Mulliken partial charges, in e, on atoms 1 to 5:
1. In 3.15
2. Cl -0.46
3. P -1.21
4. C 0.95
5. C 0.80